# 1
{
  "formula": "C12H57BrNO32",
  "method": "the ωB97M-V functional and the def2-TZVPD basis",
  "symbols": ["O", "C", "N", "C", "C", "C", "C", "O", "O", "C", "C", "C", "Br", "C", "O", "C", "C", "C", "O", "H", "H", "H", "O", "H", "H", "O", "H", "H", "O", "H", "H", "O", "H", "H", "O", "H", "H", "O", "H", "H", "O", "H", "H", "O", "H", "H", "O", "H", "H", "O", "H", "H", "O", "H", "H", "O", "H", "H", "O", "H", "H", "O", "H", "H", "O", "H", "H", "O", "H", "H", "O", "H", "H", "O", "H", "H", "O", "H", "H", "O", "H", "H", "O", "H", "H", "O", "H", "H", "O", "H", "H", "O", "H", "H", "O", "H", "H", "O", "H", "H", "O", "H", "H"],
  "positions_angstrom": [[-1.21793, -0.93021, 3.06351], [-1.39279, -1.77512, 2.27123], [-1.47113, -2.68801, 1.45266], [-0.51846, -2.32735, 0.39280], [0.84026, -2.85849, 0.38620], [1.78302, -2.44521, -0.68789], [3.20918, -3.10853, -0.57331], [3.72383, -3.78583, -1.47686], [3.86454, -2.97592, 0.56184], [1.37179, -1.48927, -1.75488], [-0.04165, -0.95909, -1.76930], [-0.95255, -1.38396, -0.68083], [-2.80465, -0.73867, -0.50995], [-0.48900, -0.00206, -2.89847], [-1.62671, 0.33717, -3.16005], [0.61705, 0.56808, -3.84655], [1.90114, 0.12372, -3.85843], [2.35791, -1.00896, -2.86842], [3.49221, -1.41387, -3.02223], [1.13089, -3.56593, 1.19674], [0.31991, 1.36607, -4.59259], [2.62794, 0.57178, -4.57866], [3.13159, 1.11547, -0.94614], [3.77526, 1.32244, -0.25884], [3.62286, 0.55252, -1.55614], [-0.49965, -4.39387, 4.27350], [-0.64780, -3.44369, 4.35209], [0.21903, -4.57612, 4.89049], [5.78880, 1.82917, 0.29660], [6.43240, 2.03279, 0.98325], [6.27339, 1.26095, -0.31750], [-1.71928, -2.49474, 5.98599], [-2.59644, -2.49216, 6.39304], [-1.87266, -2.14013, 5.10324], [-4.22849, -0.64120, 3.36953], [-4.29152, -0.40317, 2.43271], [-3.29581, -0.50893, 3.58044], [0.28292, 1.81445, -6.43669], [-0.57053, 1.62508, -6.83976], [0.64016, 2.52532, -6.97824], [0.75317, -1.29633, 7.91966], [-0.08354, -1.48482, 7.47363], [1.15646, -0.60853, 7.37797], [6.63921, -0.96833, 0.40473], [7.01638, -1.79126, 0.06980], [6.12134, -1.23966, 1.17530], [-0.56533, 3.10808, -8.47027], [-1.35363, 3.66236, -8.49814], [-0.08432, 3.35054, -9.26906], [0.96925, 0.54327, 4.77626], [0.12322, 0.38289, 4.34090], [1.37574, 1.24014, 4.24723], [3.53683, 0.87891, 6.63502], [2.69010, 0.72248, 6.19823], [3.94745, 1.57356, 6.10842], [-5.09885, 1.85973, 1.60754], [-5.60615, 1.66653, 2.40572], [-5.74460, 2.25246, 1.00900], [-0.63603, 5.94500, -8.96049], [0.23306, 6.32302, -9.12716], [-0.94103, 6.40303, -8.16449], [-4.73576, -1.42526, 6.23667], [-5.61222, -1.42133, 6.64148], [-4.88501, -1.07337, 5.35140], [-4.45981, -3.58626, -0.52976], [-4.68087, -4.46199, -0.19021], [-3.79399, -3.25920, 0.08787], [6.61098, -3.36953, -2.32549], [5.73959, -3.35892, -1.89730], [6.44250, -2.99871, -3.19775], [-3.44787, -5.93086, 0.68308], [-2.80334, -5.71180, 1.36794], [-2.95752, -6.49042, 0.06999], [-4.05677, 2.19145, -4.24113], [-4.16894, 3.14547, -4.16087], [-3.32430, 1.99055, -3.64352], [4.19747, -1.25332, 2.49246], [4.47939, -2.12841, 2.17574], [4.24779, -1.32141, 3.45307], [-2.04980, 4.57665, -4.12482], [-1.40232, 4.76550, -3.43493], [-1.57982, 3.99329, -4.73553], [5.33335, 4.93281, -1.25406], [5.09636, 4.05594, -0.92038], [6.00043, 5.24533, -0.63370], [-0.06045, 6.62121, -6.23375], [0.59931, 7.06840, -5.68945], [-0.61682, 6.15682, -5.59483], [-6.97033, -3.34789, 6.83648], [-6.56495, -4.16689, 6.52896], [-7.51293, -3.62074, 7.58506], [-4.98065, -1.59815, -2.48811], [-5.23757, -2.47780, -2.18153], [-4.93213, -1.68379, -3.44685], [2.80591, 6.91197, -6.57346], [2.72895, 7.17418, -7.49754], [3.73519, 7.06211, -6.36356], [2.81632, -3.33787, 4.59393], [3.45852, -3.24396, 5.30709], [2.19518, -2.61445, 4.74196], [-6.13354, 1.10513, 5.48411], [-5.52079, 1.32136, 6.19633], [-5.61650, 0.54657, 4.89092]],
  "atomic_forces_ev_per_a": [[-0.675, -0.361, 0.127], [0.627, -0.673, -0.478], [0.553, 1.251, 0.408], [2.040, 0.821, -3.046], [-1.203, 1.717, -1.771], [-1.369, 0.483, 0.051], [3.417, -0.535, 2.587], [-1.603, 0.503, -0.788], [-2.797, 0.419, -2.202], [-1.532, -0.712, 1.381], [0.527, -1.420, 1.813], [1.527, -0.653, 0.114], [1.614, -0.204, -0.210], [1.431, 0.408, -1.011], [0.360, -0.438, 0.802], [0.552, -0.284, 0.430], [-1.608, -0.435, 1.107], [-0.092, 0.896, -0.840], [-0.829, 0.099, 0.637], [0.022, 0.737, -0.867], [0.081, -1.247, 1.280], [-0.465, -0.776, 0.855], [0.007, 0.147, -0.202], [0.101, -0.101, 0.150], [0.041, -0.013, 0.161], [0.103, -0.011, -0.321], [0.155, -0.471, 0.223], [0.006, 0.085, -0.091], [0.120, 0.552, -0.231], [-0.123, -0.189, 0.020], [-0.136, -0.318, 0.248], [-0.029, 0.332, 0.155], [-0.080, 0.078, -0.074], [-0.161, 0.143, 0.190], [0.029, 0.075, 0.095], [-0.095, 0.051, 0.039], [-0.072, 0.129, -0.059], [0.256, -0.069, 0.273], [0.155, 0.050, -0.101], [-0.277, -0.049, -0.054], [-0.093, 0.069, -0.143], [0.041, -0.101, -0.051], [-0.037, -0.045, 0.081], [0.430, -0.081, 0.149], [-0.204, 0.056, -0.194], [-0.304, 0.215, -0.204], [-0.277, -0.048, -0.581], [0.229, 0.175, -0.015], [-0.117, 0.098, 0.079], [0.036, 0.207, 0.047], [0.097, -0.125, 0.055], [-0.006, -0.143, -0.062], [-0.071, 0.086, -0.101], [0.001, -0.038, -0.057], [0.014, -0.089, 0.066], [-0.189, -0.088, 0.138], [0.078, 0.092, 0.002], [0.129, -0.082, -0.051], [-0.261, 0.261, -0.304], [-0.081, -0.066, 0.121], [0.322, -0.120, 0.036], [0.153, 0.118, 0.071], [0.059, -0.262, -0.036], [0.124, -0.358, -0.079], [-0.382, -0.082, 0.070], [0.264, 0.022, 0.023], [-0.010, 0.028, -0.196], [0.183, 0.168, -0.030], [-0.339, -0.224, 0.059], [-0.069, -0.014, 0.131], [0.190, -0.309, 0.171], [-0.078, 0.073, -0.028], [-0.061, 0.106, -0.004], [-0.005, 0.167, 0.035], [0.110, -0.080, 0.006], [-0.028, -0.201, -0.100], [0.662, 0.255, 0.674], [-0.840, 0.017, -0.474], [-0.033, 0.009, -0.079], [0.357, 0.231, -0.183], [-0.111, -0.107, 0.038], [-0.121, -0.171, 0.098], [0.026, -0.044, 0.160], [0.052, -0.017, -0.071], [-0.060, -0.053, -0.071], [-0.252, 0.072, 0.388], [0.160, -0.091, -0.252], [-0.089, 0.001, -0.085], [-0.143, -0.158, 0.184], [0.079, 0.164, -0.059], [0.018, 0.075, -0.076], [-0.434, -0.146, -0.459], [0.299, 0.071, 0.303], [0.053, 0.179, 0.084], [0.201, 0.172, -0.085], [-0.062, -0.059, 0.089], [-0.093, -0.059, 0.078], [-0.043, 0.058, 0.254], [-0.081, -0.051, -0.022], [0.082, 0.008, -0.102], [-0.013, 0.095, -0.055], [-0.038, -0.057, -0.073], [0.000, 0.204, -0.110]],
  "mulliken_charge": [-0.496, 0.619, -0.453, -0.020, -0.523, 0.416, 0.038, -0.735, -0.737, 0.725, 0.353, 0.052, -0.158, 0.264, -0.568, -0.229, -0.290, 0.019, -0.498, 0.493, 0.296, 0.364, -0.551, 0.295, 0.285, -0.560, 0.197, 0.288, -0.628, 0.278, 0.300, -0.539, 0.242, 0.343, -0.632, 0.236, 0.363, -0.612, 0.252, 0.311, -0.643, 0.327, 0.297, -0.559, 0.293, 0.321, -0.531, 0.275, 0.243, -0.489, 0.208, 0.277, -0.615, 0.336, 0.302, -0.590, 0.296, 0.305, -0.589, 0.270, 0.315, -0.584, 0.338, 0.296, -0.592, 0.285, 0.317, -0.710, 0.402, 0.287, -0.633, 0.310, 0.317, -0.624, 0.288, 0.345, -0.549, 0.347, 0.251, -0.652, 0.331, 0.312, -0.653, 0.352, 0.303, -0.565, 0.281, 0.311, -0.605, 0.316, 0.300, -0.535, 0.294, 0.273, -0.600, 0.297, 0.305, -0.577, 0.291, 0.286, -0.655, 0.344, 0.305],
  "e_above_lowest_kj_mol": 0.00,
  "charge": -1,
  "lumo_energy_ev": 1.337
}

# 2
{
  "formula": "C17H33BrGeN2O5SbSe4Ti",
  "method": "the ωB97M-V functional and the def2-TZVPD basis",
  "symbols": ["Ti", "C", "O", "C", "C", "O", "C", "C", "O", "C", "H", "H", "H", "H", "H", "H", "H", "H", "H", "H", "H", "H", "H", "H", "Se", "Sb", "Se", "Se", "Se", "N", "N", "H", "H", "H", "H", "Br", "C", "C", "C", "C", "C", "C", "C", "O", "O", "H", "H", "H", "H", "C", "Ge", "C", "C", "C", "H", "H", "H", "H", "H", "H", "H", "H", "H", "H", "H"],
  "positions_angstrom": [[-0.31195, 0.23329, -0.78695], [3.99100, 0.23887, 0.91077], [2.95108, -0.36123, 0.18407], [3.11021, -1.73692, -0.00639], [1.94046, -2.26456, -0.79004], [0.65924, -1.89137, -0.29051], [0.36566, -2.45663, 1.00719], [0.59017, -1.47266, 2.15623], [0.54715, -0.14034, 1.69211], [0.05019, 0.77388, 2.66124], [4.90702, 0.30944, 0.30970], [4.20960, -0.32153, 1.83042], [3.66503, 1.24373, 1.17294], [3.20227, -2.25645, 0.95896], [4.02035, -1.94861, -0.58862], [1.99770, -3.35596, -0.80253], [1.98767, -1.89766, -1.80856], [0.99193, -3.33913, 1.15021], [-0.66295, -2.78907, 0.97936], [1.56579, -1.63891, 2.63131], [-0.19126, -1.64640, 2.89942], [-0.89242, 0.43100, 3.08464], [-0.09529, 1.72036, 2.15492], [0.78274, 0.89652, 3.46742], [-3.24138, -4.07927, 1.52488], [-3.65519, -1.71031, 1.93828], [-2.05472, -0.52036, 0.32368], [-2.87065, -0.99672, 4.14571], [-5.83174, -0.83394, 1.30526], [-3.37852, 2.26179, -0.32733], [-2.06336, 2.19454, -0.91631], [-3.22341, 2.12812, 0.66758], [-3.83823, 1.39062, -0.58260], [-1.54264, 3.00037, -0.60431], [-2.18767, 2.32162, -1.91182], [4.51567, 5.56903, 0.28823], [4.14500, 4.04519, -0.80850], [5.11495, 3.66205, -1.73852], [4.82780, 2.54134, -2.53852], [3.64834, 1.84343, -2.40923], [2.67218, 2.24126, -1.44496], [2.95303, 3.38927, -0.63708], [1.48802, 1.52468, -1.28462], [0.49252, 1.90397, -0.47090], [1.23653, 0.36379, -1.89563], [6.03454, 4.22041, -1.84518], [5.55494, 2.22708, -3.27848], [3.43269, 0.99704, -3.04851], [2.23114, 3.71117, 0.09867], [-1.46133, -0.56114, -5.75215], [-0.35855, -0.02808, -4.18819], [1.26738, -1.03783, -4.60050], [-0.08742, 1.88963, -4.47960], [-1.33215, -0.39995, -2.55246], [-0.90973, -0.39261, -6.68600], [-2.39849, 0.00351, -5.80108], [-1.71176, -1.62482, -5.69078], [1.56766, -0.79059, -5.62442], [1.04319, -2.10873, -4.56561], [2.09585, -0.82588, -3.92560], [0.25992, 2.05382, -5.50517], [0.64320, 2.32831, -3.79540], [-1.03885, 2.41523, -4.36014], [-1.41536, -1.47432, -2.43845], [-2.33636, -0.01823, -2.66982]],
  "atomic_forces_ev_per_a": [[-1.689, -1.303, 0.058], [-0.004, -0.049, 0.027], [0.161, -0.085, 0.063], [0.175, 0.223, 0.183], [-0.322, -0.114, -0.261], [0.294, 0.319, 0.141], [0.035, 0.043, -0.156], [0.170, 0.070, 0.021], [0.280, 0.201, -0.139], [0.180, -0.111, 0.004], [0.012, -0.013, 0.005], [-0.024, 0.013, 0.003], [0.017, -0.004, -0.020], [0.017, 0.049, 0.066], [0.064, -0.080, 0.025], [0.019, -0.112, -0.071], [-0.065, 0.095, -0.108], [0.052, -0.060, -0.027], [-0.219, -0.040, -0.060], [0.072, -0.018, 0.043], [-0.074, -0.016, 0.078], [-0.093, -0.038, -0.010], [0.044, 0.182, -0.101], [0.052, 0.026, 0.033], [0.073, 0.135, -0.071], [-0.554, -0.658, 0.786], [-2.227, -0.610, 1.333], [-0.079, -0.032, -0.127], [0.203, 0.075, -0.108], [-0.106, 0.260, -0.052], [0.311, -0.402, -0.396], [-0.034, -0.091, 0.108], [-0.047, -0.120, 0.028], [0.123, 0.181, 0.115], [-0.054, 0.125, -0.196], [0.004, 0.018, 0.016], [-0.098, -0.086, -0.014], [-0.045, -0.044, -0.028], [-0.158, -0.023, 0.082], [0.154, 0.102, 0.062], [0.076, 0.155, -0.078], [0.098, -0.010, -0.168], [0.293, 0.133, -0.122], [1.310, 0.676, -0.277], [1.242, 0.941, -0.167], [-0.032, -0.040, 0.016], [-0.001, -0.008, -0.017], [0.017, -0.018, 0.054], [-0.011, 0.011, 0.021], [-0.144, 0.024, -0.132], [-0.424, -0.076, -0.362], [0.228, -0.106, 0.047], [0.198, 0.177, -0.026], [1.021, 0.429, -0.563], [-0.071, -0.012, 0.099], [0.073, -0.063, 0.011], [0.002, 0.073, -0.013], [-0.003, -0.040, 0.078], [0.041, 0.056, 0.000], [-0.051, -0.001, -0.016], [-0.031, 0.031, 0.083], [-0.053, -0.033, -0.014], [0.024, 0.001, -0.007], [-0.062, -0.390, 0.129], [-0.360, 0.082, 0.090]],
  "lowdin_spin": [0.044, 0.001, 0.005, 0.001, 0.001, 0.000, 0.000, 0.000, 0.001, 0.000, 0.000, 0.000, 0.001, 0.000, 0.000, 0.000, 0.000, 0.000, 0.000, 0.000, 0.000, 0.000, 0.000, 0.000, 0.000, 0.000, 0.004, 0.000, 0.000, 0.001, 0.001, 0.000, 0.000, 0.000, 0.000, -0.005, 0.015, 0.180, 0.016, 0.114, 0.092, 0.118, 0.240, 0.069, 0.066, 0.014, -0.003, 0.008, 0.008, 0.001, 0.002, 0.000, 0.001, 0.000, 0.000, 0.000, 0.000, 0.000, 0.000, 0.000, 0.000, 0.001, 0.000, 0.000, 0.000],
  "e_above_lowest_kj_mol": 288.50,
  "multiplicity": 2,
  "s2": 0.776,
  "charge": -2,
  "lumo_energy_ev": [3.668, 3.664]
}